Arrangement w

The following is a quantum chemistry calculation of a structure of composition C4H5N3O3S, from OMol25.

Last column: Löwdin charge in e.
CARTESIAN COORDINATES (ANGSTROEM)
C: -1.484 -1.991 0.381  -0.101
C: -2.398 -1.061 0.242  0.026
C: 0.244 -0.597 -0.224  -0.145
C: 2.043 1.782 0.081  -0.127
N: -0.164 -1.710 0.057  0.070
N: -1.010 0.832 -0.328  0.171
N: -2.171 0.390 -0.148  -0.382
O: -3.228 1.041 -0.107  -0.030
O: 2.584 -0.720 0.615  -0.312
O: 2.531 -0.101 -1.734  -0.285
S: 1.992 0.053 -0.434  0.631
H: -1.504 -3.103 0.446  0.138
H: -3.468 -1.100 0.575  0.139
H: 1.311 1.787 0.865  0.043
H: 2.986 1.933 0.465  0.033
H: 1.735 2.564 -0.751  0.131

The LUMO energy comes out at -0.0283 hartree. The value obtained for the HOMO energy is -10.193 eV.

***

Arrangement x

The following is a quantum chemistry calculation of a cluster of 2 separate species, C4H5N3O3S in total, from OMol25.

Last column: Löwdin charge in e.
CARTESIAN COORDINATES (ANGSTROEM)
C: 1.782 -0.974 2.191  -0.242
C: 2.810 -1.999 0.275  -0.155
C: 0.201 1.379 -0.123  -0.164
C: 2.355 -0.821 0.942  -0.287
N: 1.316 -1.479 3.104  0.224
N: 3.097 -2.980 -0.216  0.193
N: -0.610 -1.239 -0.101  0.152
O: 1.419 1.367 2.177  -0.257
O: 2.403 2.846 0.495  -0.222
O: 2.439 0.328 0.216  -0.149
S: 1.638 1.703 0.818  0.649
H: 0.363 1.282 -1.153  0.043
H: -0.213 0.287 0.193  0.035
H: -0.547 2.290 -0.078  0.125
H: -0.816 -1.402 -1.089  0.038
H: -1.373 -1.602 0.431  0.017

The LUMO energy (alpha / beta) comes out at -0.0651 / -0.0873 hartree. The value obtained for the HOMO energy (alpha / beta) is -11.579 / -9.145 eV.

***

Which structure loses on stability? arrangement w does.

***

Arrangement w

The following is a quantum chemistry calculation of a cluster of 2 separate species, C17H19N in total, from OMol25.

Last column: Löwdin charge in e.
CARTESIAN COORDINATES (ANGSTROEM)
C: -0.870 -2.931 -1.025  -0.046
C: -1.648 -1.949 -1.851  -0.225
C: -2.837 -2.159 -2.486  -0.060
N: -3.280 -0.985 -3.063  0.074
C: -2.279 -0.057 -2.959  -0.212
C: -2.046 1.133 -3.664  -0.033
C: -0.824 1.762 -3.526  -0.090
C: -0.091 1.434 -2.353  -0.111
C: -0.311 0.311 -1.588  -0.035
C: -1.278 -0.577 -2.084  -0.134
H: -0.220 -2.432 -0.308  0.066
H: -0.227 -3.534 -1.673  0.077
H: -1.482 -3.688 -0.529  0.074
H: -3.433 -3.051 -2.594  0.120
H: -4.087 -0.986 -3.633  0.137
H: -2.820 1.454 -4.354  0.105
H: -0.475 2.542 -4.182  0.094
H: 0.684 2.158 -2.127  0.092
H: 0.008 0.248 -0.556  0.107
C: 3.998 2.110 1.839  -0.112
C: 2.473 2.123 1.924  -0.198
C: 2.021 0.920 2.698  -0.236
C: 2.257 -0.419 2.427  -0.051
C: 1.457 -1.392 3.027  -0.107
C: 0.460 -1.093 3.927  -0.085
C: 0.316 0.272 4.292  -0.088
C: 1.175 1.215 3.809  -0.056
H: 4.472 1.138 1.673  0.066
H: 4.504 2.516 2.718  0.074
H: 4.397 2.652 0.970  0.069
H: 2.130 3.034 2.407  0.102
H: 2.112 2.153 0.890  0.110
H: 2.802 -0.660 1.521  0.112
H: 1.590 -2.437 2.767  0.100
H: -0.120 -1.790 4.508  0.095
H: -0.318 0.595 5.112  0.100
H: 1.248 2.213 4.206  0.103

The LUMO energy comes out at 0.0330 hartree. As for the structure (SMILES): Cc1c[nH]c2ccccc12.CCc1ccccc1. The value obtained for the HOMO energy is -7.705 eV.

***

Arrangement x

The following is a quantum chemistry calculation of a cluster of 2 separate species, C17H19N in total, from OMol25.

Last column: Löwdin charge in e.
CARTESIAN COORDINATES (ANGSTROEM)
C: -1.846 -1.603 3.125  -0.050
C: -0.624 -1.124 2.415  -0.223
C: 0.266 -1.807 1.648  -0.067
N: 1.021 -0.945 0.898  0.098
C: 0.650 0.331 1.217  -0.219
C: 1.191 1.540 0.762  -0.026
C: 0.607 2.685 1.258  -0.117
C: -0.401 2.694 2.251  -0.093
C: -0.694 1.485 2.853  -0.031
C: -0.307 0.278 2.249  -0.138
H: -2.681 -1.953 2.504  0.078
H: -2.254 -0.787 3.706  0.061
H: -1.661 -2.505 3.716  0.076
H: 0.267 -2.888 1.595  0.125
H: 1.726 -1.205 0.231  0.130
H: 1.804 1.679 -0.114  0.099
H: 0.837 3.641 0.810  0.097
H: -0.507 3.631 2.784  0.096
H: -1.514 1.364 3.563  0.103
C: -1.308 1.797 -1.593  -0.094
C: -0.092 1.409 -2.435  -0.208
C: 0.440 0.004 -2.297  -0.253
C: 1.791 -0.299 -2.414  -0.057
C: 2.170 -1.639 -2.343  -0.104
C: 1.250 -2.623 -2.021  -0.115
C: -0.071 -2.304 -1.694  -0.082
C: -0.471 -1.006 -1.986  -0.050
H: -2.198 1.502 -2.140  0.068
H: -1.386 2.865 -1.440  0.070
H: -1.328 1.304 -0.625  0.065
H: -0.441 1.379 -3.474  0.114
H: 0.709 2.147 -2.511  0.107
H: 2.486 0.522 -2.545  0.111
H: 3.204 -1.962 -2.327  0.102
H: 1.581 -3.653 -2.106  0.101
H: -0.697 -3.076 -1.275  0.105
H: -1.517 -0.877 -2.244  0.121

The LUMO energy comes out at 0.0327 hartree. As for the structure (SMILES): Cc1c[nH]c2ccccc12.CCc1ccccc1. The value obtained for the HOMO energy is -7.656 eV.

***

Which structure loses on stability? arrangement w does.

***

Arrangement w

The following is a quantum chemistry calculation of a cluster of 2 separate species, C9H9N3O3 in total, from OMol25.

Last column: Löwdin charge in e.
CARTESIAN COORDINATES (ANGSTROEM)
O: -1.495 -0.521 -1.715  0.027
C: -0.772 0.454 -1.821  -0.429
C: -0.592 1.204 -3.018  0.042
C: 0.400 2.110 -2.807  -0.043
N: 0.913 1.948 -1.521  0.060
N: 0.044 1.033 -0.869  0.028
C: 0.245 0.618 0.472  -0.164
C: -0.814 0.020 1.133  -0.021
C: -0.557 -0.543 2.375  -0.096
C: 0.689 -0.412 2.921  -0.094
C: 1.780 0.146 2.186  -0.078
C: 1.567 0.708 0.966  -0.032
H: -1.037 1.131 -3.933  0.086
H: 0.875 2.806 -3.360  0.088
H: 1.067 2.867 -1.089  0.162
H: -1.762 -0.038 0.646  0.111
H: -1.299 -1.130 2.902  0.111
H: 0.787 -0.979 3.913  0.127
H: 2.899 0.049 2.546  0.145
H: 2.357 1.013 0.438  0.064
O: -1.416 -4.392 0.708  0.003
N: -1.695 -3.282 0.376  -0.116
O: -0.839 -2.810 -0.583  -0.022
H: -1.345 -2.000 -0.863  0.041

The LUMO energy comes out at 0.0169 hartree. As for the structure (SMILES): O=c1cc[nH]n1-c1ccccc1.O=NO. The value obtained for the HOMO energy is -8.788 eV.

***

Arrangement x

The following is a quantum chemistry calculation of the molecule C9H9N3O3, from OMol25.

Last column: Löwdin charge in e.
CARTESIAN COORDINATES (ANGSTROEM)
N: 0.449 0.315 -2.963  0.102
C: 0.677 0.849 -1.738  -0.265
C: 1.523 1.931 -1.722  -0.022
C: 1.842 2.534 -0.501  0.027
C: 1.127 2.074 0.589  -0.198
N: 1.450 2.660 1.850  -0.330
O: 2.331 3.559 1.885  0.037
O: 0.746 2.311 2.785  0.066
C: 0.339 0.965 0.570  0.048
C: 0.062 0.257 -0.560  -0.130
C: -0.607 -0.968 -0.619  -0.146
N: -1.165 -1.446 0.419  0.002
C: -1.681 -2.702 0.438  -0.095
C: -2.196 -3.098 1.944  -0.057
O: -2.770 -4.350 2.183  -0.032
H: 0.261 0.934 -3.762  0.122
H: -0.155 -0.500 -3.004  0.077
H: 1.958 2.222 -2.636  0.102
H: 2.506 3.474 -0.372  0.156
H: -0.032 0.922 1.563  0.119
H: -0.440 -1.570 -1.515  0.118
H: -1.966 -3.419 -0.464  0.132
H: -1.869 -2.334 2.599  0.071
H: -2.391 -4.622 3.030  0.097

The LUMO energy (alpha / beta) comes out at -0.0250 / -0.0147 hartree. As for the structure (SMILES): Nc1ccc([N+](=O)[O-])cc1/C=N/C=C/O. The value obtained for the HOMO energy (alpha / beta) is -7.757 / -7.531 eV.

***

Which structure loses on stability? arrangement x does.